# 1
{
  "formula": "C3H7NO2S2",
  "method": "ωB97M-V/def2-TZVPD",
  "symbols": ["N", "C", "C", "O", "O", "C", "S", "S", "H", "H", "H", "H", "H", "H", "H"],
  "coordinates": [[-0.26358, -1.07775, -1.32970], [-0.14526, -0.52687, 0.01240], [-1.45936, -0.76416, 0.75417], [-1.24257, -0.66470, 2.07697], [-2.52181, -1.04035, 0.27377], [0.22879, 0.97097, 0.11396], [1.22874, 1.57446, -1.27190], [3.09943, 1.96312, -0.60202], [-1.20961, -1.39286, -1.54820], [0.00566, -0.42295, -2.05347], [0.56863, -1.15675, 0.53609], [-2.02843, -0.83056, 2.61667], [0.74355, 1.04604, 1.06455], [-0.66747, 1.58081, 0.03406], [3.66328, 0.74155, -0.67735]],
  "forces_ev_per_a": [[-0.40, 0.11, -0.49], [-0.70, -0.66, -0.83], [0.09, -0.11, 0.36], [0.40, 0.20, 0.45], [0.00, 0.07, -0.13], [0.04, -0.85, -0.15], [-0.04, 0.07, -0.29], [0.26, -0.08, 0.37], [0.24, 0.18, 0.33], [0.14, -0.05, 0.12], [0.39, 0.28, 0.31], [-0.21, -0.02, -0.44], [-0.01, 0.77, 0.08], [-0.11, 0.07, 0.40], [-0.08, 0.02, -0.09]],
  "mulliken_charge": [-0.607, 0.419, 0.320, -0.427, -0.568, -0.773, -0.081, -0.213, 0.264, 0.213, 0.203, 0.348, 0.395, 0.353, 0.154],
  "de_lowest_ev": 0.1987,
  "homo_energy_ha": -0.343,
  "e_lumo_ha": 0.01721,
  "orbital_gap_ev": 9.79
}

***

# 2
{
  "formula": "C3H7NO3",
  "method": "ωB97M-V/def2-TZVPD",
  "symbols": ["N", "C", "O", "O", "H", "H", "H", "O", "C", "C", "H", "H", "H", "H"],
  "coordinates": [[2.31970, 1.47899, -0.22980], [1.43066, 0.44001, -0.27362], [0.99570, 0.36820, -1.58380], [1.06192, -0.23540, 0.68939], [2.76207, 1.70261, 0.67413], [2.62017, 1.87942, -1.10871], [0.44348, -0.42654, -1.66584], [-1.15313, -1.29926, -1.19138], [-1.19435, -1.29768, 0.02067], [-2.02228, -0.31308, 0.83894], [-0.55791, -1.99999, 0.62117], [-1.33124, 0.26246, 1.48992], [-2.68171, -0.93314, 1.48105], [-2.69309, 0.37340, 0.23788]],
  "forces_ev_per_a": [[0.10, -0.38, 1.20], [-0.05, 0.61, -0.29], [0.39, -0.65, 1.47], [0.62, 0.94, -1.70], [-0.40, -0.20, -1.18], [0.00, -0.03, 0.48], [-0.30, 0.00, -0.05], [-0.11, -0.23, 0.32], [0.04, 0.59, 0.23], [-0.63, -0.09, -0.13], [-0.61, 0.25, -0.35], [-0.46, -0.37, -0.36], [0.34, 0.40, -0.08], [1.06, -0.85, 0.45]],
  "mulliken_charge": [-0.394, 0.650, -0.482, -0.612, 0.247, 0.217, 0.384, -0.626, 0.326, -0.864, 0.296, 0.287, 0.308, 0.263],
  "de_lowest_ev": 0.7932,
  "homo_energy_ha": -0.363,
  "e_lumo_ha": 0.03118,
  "orbital_gap_ev": 10.72
}

***

# 3
{
  "formula": "C3H7NO3",
  "method": "ωB97M-V/def2-TZVPD",
  "symbols": ["O", "C", "O", "C", "C", "O", "N", "H", "H", "H", "H", "H", "H", "H"],
  "coordinates": [[1.32380, 0.80320, -1.87042], [1.24846, 0.53416, -0.71654], [2.27990, -0.06864, -0.06271], [-0.03511, 0.39263, 0.12967], [-0.51443, -1.00098, 0.37261], [-0.96996, -1.00551, 1.72843], [-1.02653, 1.22771, -0.51953], [3.08069, -0.13507, -0.58992], [0.26237, 0.79883, 1.09859], [0.18148, -1.83431, 0.21700], [-1.31266, -1.28993, -0.31899], [-1.71291, -1.58169, 1.87340], [-1.44186, 1.21965, -1.43681], [-1.36325, 1.93995, 0.09522]],
  "forces_ev_per_a": [[-0.10, 1.06, -0.70], [0.27, -3.15, 0.26], [-0.16, 0.39, 1.02], [0.65, 1.73, -2.23], [-0.52, -1.95, 0.28], [0.35, 0.37, 0.05], [-0.43, 0.86, 1.82], [-0.03, 0.22, -0.49], [-0.50, 0.14, 0.01], [0.65, 0.51, 0.27], [-0.21, 0.61, 0.04], [-0.32, -0.38, -0.22], [0.71, -0.64, 0.14], [-0.36, 0.21, -0.25]],
  "mulliken_charge": [-0.523, 0.241, -0.452, 0.450, -0.515, -0.532, -0.511, 0.337, 0.265, 0.312, 0.306, 0.297, 0.156, 0.169],
  "de_lowest_ev": 1.8993,
  "homo_energy_ha": -0.333,
  "e_lumo_ha": 0.02888,
  "orbital_gap_ev": 9.84
}